Entry 1:
This record from the Open Molecules 2025 dataset describes C5H5Cl in the gas phase in a non-equilibrium geometry. The level of theory is ωB97M-V with the def2-TZVPD basis set.

```
11
Properties=species:S:1:pos:R:3:nbo_charge:R:1
C 2.6026 0.0885 0.0487 -0.233
C 1.3617 -0.3961 0.0113 -0.035
C -0.0668 -0.5324 -0.4271 -0.315
C -1.3705 -0.4268 0.6576 -0.432
C -0.9502 0.5757 -0.3625 -0.214
Cl 0.0523 1.9993 0.0750 -0.035
H 3.5345 0.6221 0.5205 0.275
H -0.4783 -1.0730 -1.1960 0.242
H -0.7469 -0.4777 1.5907 0.257
H -2.3250 -1.0427 0.4415 0.246
H -1.6134 0.6631 -1.3598 0.243
```

As for the frontier orbital gap: 9.95 eV. For the calculated total energy, the calculation gives -17782.7594 eV. As for the LUMO energy: 0.77 eV. The relative energy (zero: lowest compared OMol25 entry of this formula, charge and spin) is 4.8006 eV. Its multiplicity is 1.



Entry 2:
This record from the Open Molecules 2025 dataset describes a molecular structure, C4H7ClN2S in a non-equilibrium geometry. The level of theory is ωB97M-V with the def2-TZVPD basis set.

```
15
Properties=species:S:1:pos:R:3:nbo_charge:R:1
C -0.2180 1.9718 0.5356 -0.642
C 0.4609 0.6033 0.2588 -0.198
C -1.6283 -0.9221 0.1449 -0.103
C 1.7386 0.7102 -0.1806 -0.205
H -0.2004 2.3938 1.5010 0.217
H -1.3556 2.0120 0.3975 0.252
H 0.4841 2.6129 -0.0480 0.207
H -1.9031 -2.1424 0.2369 0.162
H -3.7018 -1.0473 -1.5216 0.327
H -3.9593 1.1003 -1.5465 0.360
H 2.0581 1.7205 -0.3882 0.203
N -2.2102 -0.0194 -0.5600 -0.329
N -3.5578 0.0001 -0.8088 -0.603
S -0.1653 -0.7972 1.0929 0.330
Cl 2.9106 -0.4670 -0.6523 0.021
```

As for the frontier orbital gap: 8.95 eV. For the calculated total energy, the calculation gives -30593.4687 eV. As for the LUMO energy: 0.49 eV. The relative energy (zero: lowest compared OMol25 entry of this formula, charge and spin) is 5.8189 eV. Its multiplicity is 1.



Entry 3:
This record from the Open Molecules 2025 dataset describes a molecular structure, C7H7Br3F2O6 in a non-equilibrium geometry. The level of theory is ωB97M-V with the def2-TZVPD basis set.

```
25
Properties=species:S:1:pos:R:3:nbo_charge:R:1
C -45.6698 -7.6243 -2.2724 -0.134
C -44.9608 -6.5726 -1.5779 0.430
O -45.0776 -5.4109 -2.4681 -0.487
C -45.3009 -5.9063 -3.7119 0.967
O -45.3358 -5.2333 -4.7618 -0.578
O -45.4959 -7.2196 -3.6032 -0.479
F -43.7548 -7.0152 -1.3617 -0.307
H -46.7366 -7.7411 -2.0815 0.197
H -45.3208 -8.6560 -2.2283 0.227
H -45.5115 -6.3636 -0.6607 0.164
C -46.1689 -10.6252 -7.8087 -0.143
C -45.4689 -11.5871 -6.8747 0.429
O -46.4719 -12.4174 -6.4002 -0.462
C -47.6146 -11.7327 -6.4856 0.958
O -48.6949 -12.1617 -6.0306 -0.565
O -47.4447 -10.5706 -7.2343 -0.471
F -44.7222 -10.9670 -5.9119 -0.338
H -46.1128 -10.8288 -8.8780 0.205
H -45.7823 -9.6064 -7.7839 0.222
H -44.7045 -12.1696 -7.3888 0.165
C -48.3110 -12.9177 0.0132 -0.446
Br -46.4038 -12.7220 0.8459 0.013
Br -49.2496 -11.2358 0.1700 0.103
Br -49.5291 -14.3707 0.5015 0.110
H -48.0066 -13.1100 -1.0156 0.220
```

As for the frontier orbital gap: 9.72 eV. For the calculated total energy, the calculation gives -235218.2121 eV. As for the LUMO energy: -0.84 eV. The relative energy (zero: lowest compared OMol25 entry of this formula, charge and spin) is 0.0000 eV. Its multiplicity is 1.



What is the formula in the second record? C4H7ClN2S